Density functional theory data (ωB97M-V/def2-TZVPD) for a molecular structure, C29H63N2O2PSi3Ti in a non-equilibrium geometry.

For the total energy, the calculation gives -94197.59762 eV. Its HOMO-LUMO gap is 7.01 eV. The value obtained for the HOMO energy is -13.11 eV.

```
! RIJCOSX wB97M-V def2-TZVPD def2/J DEFGRID3
* xyz 2 1
Ti -0.606 -0.122 -0.271
C -5.297 0.770 -0.823
Si -3.466 0.964 -1.110
C -3.274 1.506 -2.897
C -2.793 2.451 -0.175
C -2.523 -0.674 -0.573
Si -3.436 -1.582 0.874
C -4.024 -0.414 2.221
C -4.914 -2.516 0.212
C -2.376 -2.916 1.680
Si -2.438 -1.807 -2.074
C -3.976 -1.969 -3.115
C -1.815 -3.543 -1.743
C -1.133 -0.866 -3.091
C -0.870 -1.165 -4.422
C -0.087 -0.316 -5.189
C 0.403 0.839 -4.602
C 0.137 1.070 -3.267
N -0.587 0.235 -2.513
H -5.759 1.734 -1.056
H -5.588 0.503 0.192
H -5.723 0.036 -1.511
H -4.117 2.184 -3.070
H -3.316 0.744 -3.674
H -2.366 2.089 -3.045
H -3.207 3.331 -0.679
H -1.702 2.577 -0.222
H -3.079 2.506 0.877
H -4.136 0.628 1.918
H -3.364 -0.436 3.091
H -5.008 -0.757 2.552
H -5.681 -1.878 -0.229
H -5.367 -3.020 1.073
H -4.657 -3.298 -0.505
H -1.360 -2.622 1.943
H -2.332 -3.809 1.051
H -2.879 -3.202 2.609
H -4.824 -2.321 -2.526
H -3.788 -2.724 -3.886
H -4.272 -1.049 -3.617
H -2.613 -4.198 -1.387
H -1.008 -3.573 -1.010
H -1.452 -3.965 -2.685
H -1.314 -2.048 -4.866
H 0.111 -0.534 -6.231
H 0.982 1.559 -5.163
H 0.495 1.967 -2.792
C 0.310 0.042 3.761
C 0.014 1.089 2.688
C -0.593 2.347 3.300
C -0.939 0.491 1.644
H 0.928 0.454 4.559
H 0.841 -0.817 3.337
H -0.618 -0.318 4.214
H 0.961 1.344 2.217
H -1.510 2.105 3.845
H -0.844 3.088 2.536
H 0.098 2.815 4.004
H -1.882 1.031 1.594
H -1.187 -0.546 1.919
N 1.811 -3.843 0.835
C 2.078 -3.184 -0.490
C 1.293 -1.891 -0.557
O 1.575 -0.988 -1.319
O 0.255 -1.842 0.228
H 2.002 -4.844 0.815
H 0.829 -3.688 1.084
H 2.378 -3.428 1.575
H 1.732 -3.852 -1.277
H 3.143 -3.008 -0.599
C 3.413 1.655 3.608
C 4.301 1.524 2.368
C 5.396 0.504 2.698
P 3.309 1.082 0.853
C 4.696 0.675 -0.335
C 5.022 -0.821 -0.256
C 4.497 1.049 -1.803
C 2.781 2.768 0.239
C 2.303 3.765 1.292
C 1.746 2.606 -0.867
H 3.981 2.108 4.423
H 3.101 0.662 3.942
H 2.518 2.253 3.456
H 4.787 2.483 2.152
H 4.968 -0.492 2.849
H 5.877 0.789 3.635
H 6.177 0.434 1.943
H 5.561 1.241 0.024
H 4.330 -1.368 -0.904
H 4.948 -1.225 0.756
H 6.034 -1.018 -0.617
H 3.673 0.484 -2.249
H 5.401 0.789 -2.360
H 4.325 2.113 -1.957
H 3.667 3.212 -0.231
H 1.458 3.394 1.870
H 1.978 4.682 0.794
H 3.096 4.040 1.985
H 0.797 2.125 -0.541
H 2.130 1.989 -1.674
H 1.454 3.575 -1.281
*
```

Löwdin atomic charge list, values in e, 8 entries: 1.0651, -0.1539, 0.4605, -0.1589, -0.1632, -0.5132, 0.4416, -0.1583